Formula: C26H20MoN6OS
Source: the OMol25 dataset
Level of theory: ωB97M-V/def2-TZVPD

The value obtained for the frontier orbital gap (spin up / spin down) is 0.216 / 0.225 Ha. Its spin multiplicity is 1. For the energy relative to the best compared isomer or geometry (same formula, charge and spin), the calculation gives 0.000 eV. The net charge is +2.

CARTESIAN COORDINATES (ANGSTROEM)
Mo (0.71878, 1.15038, -0.71057)
S (-0.86243, 2.67720, -1.42136)
O (3.66450, 1.62951, -1.57179)
N (1.37180, 2.52491, 1.71057)
N (-0.95667, -0.09319, -0.71204)
N (1.41888, -0.81466, -1.38006)
N (-3.40404, 2.38541, -0.72818)
N (-2.21652, 0.46138, -0.49019)
N (1.09070, 1.36981, 1.30252)
C (2.12824, 4.16833, -1.54257)
C (0.78528, -3.11870, -1.52525)
C (-3.42354, -3.88274, -2.11358)
C (-2.34709, -3.00894, -2.12094)
C (1.89609, 5.79837, 0.21745)
C (2.67370, -1.16154, -1.70902)
C (-2.80904, -2.42219, 0.17896)
C (0.79441, 0.39477, 2.33069)
C (1.68056, 3.46519, 0.72569)
C (0.23402, -1.51304, 4.23231)
C (-4.17153, -4.04403, -0.95626)
C (0.74543, -1.89986, 3.00121)
C (0.29389, 0.79991, 3.55921)
C (-2.25716, 1.71083, -0.83321)
C (-0.89962, -1.35003, -0.97735)
C (2.58728, 1.75394, -1.13695)
C (3.04328, -2.47460, -1.96580)
C (1.92552, 3.13556, -0.62589)
C (-2.04150, -2.27650, -0.97483)
C (1.02244, -0.94041, 2.04075)
C (0.01075, -0.16805, 4.50701)
C (-3.86192, -3.32037, 0.18881)
C (2.09583, -3.46545, -1.86541)
C (0.47337, -1.80224, -1.31479)
C (2.11368, 5.48592, -1.12294)
C (1.67591, 4.79127, 1.14126)
H (0.94081, -2.94306, 2.79344)
H (2.28852, 6.27433, -1.84238)
H (1.46375, -1.23559, 1.09730)
H (3.40443, -0.37422, -1.76440)
H (4.06990, -2.68886, -2.22618)
H (2.35457, -4.50098, -2.04417)
H (-3.48218, 3.34082, -1.03072)
H (-0.38680, 0.13054, 5.46719)
H (-3.67535, -4.43449, -3.00870)
H (1.89677, 6.83128, 0.53800)
H (1.47080, 5.00602, 2.18131)
H (-4.23465, 1.90098, -0.42491)
H (0.01389, -2.25979, 4.98304)
H (0.01575, -3.86898, -1.42074)
H (-2.57765, -1.84109, 1.06200)
H (-5.00494, -4.73369, -0.94740)
H (-1.77200, -2.87381, -3.02961)
H (2.35100, 3.92687, -2.57456)
H (0.11945, 1.84612, 3.76639)
H (-4.44934, -3.44854, 1.08769)

Forces on atoms 1 to 2 (eV/Å):
Mo 1.122 0.517 -0.275
S 0.253 -0.351 0.214



Formula: H44O22
Source: the OMol25 dataset
Level of theory: ωB97M-V/def2-TZVPD

The value obtained for the frontier orbital gap is 0.385 Ha. Its spin multiplicity is 1. For the energy relative to the best compared isomer or geometry (same formula, charge and spin), the calculation gives 1.131 eV.

CARTESIAN COORDINATES (ANGSTROEM)
O (-15.35590, -11.66441, 4.64628)
O (-9.00159, -11.03851, 2.31331)
O (-8.26153, -9.74156, 6.67406)
O (-7.00678, -9.29450, 3.76093)
O (-7.18598, -11.76455, 9.13837)
O (-12.97536, -9.20773, 7.15152)
O (-10.57811, -9.92573, 5.08735)
O (-7.08322, -13.28637, 2.30659)
O (-15.82379, -8.50361, 5.58763)
O (-7.97402, -6.62087, 2.60165)
O (-7.97758, -14.01255, -0.25468)
O (-13.01649, -13.54093, 6.00139)
O (-10.33440, -7.87791, 2.63878)
O (-10.07682, -11.87974, -0.08238)
O (-12.41917, -16.13358, 4.98046)
O (-9.63964, -13.68620, 3.52609)
O (-14.78631, -9.17448, 1.76143)
O (-6.63335, -12.08777, 4.51114)
O (-12.00059, -9.97080, 1.61302)
O (-13.32629, -8.35100, 4.33706)
O (-12.46464, -12.11123, 8.35013)
O (-11.67762, -11.82575, 3.75139)
H (-8.84858, -6.83410, 2.24692)
H (-7.54403, -12.20782, 4.83299)
H (-13.45159, -9.02712, 6.29227)
H (-7.65312, -9.30294, 6.08215)
H (-12.25819, -11.24126, 8.02456)
H (-13.66638, -8.91585, 3.56965)
H (-7.75474, -11.94966, 9.90892)
H (-12.32012, -15.45217, 5.66360)
H (-8.04704, -13.47358, 2.55880)
H (-7.68597, -10.27572, 7.21846)
H (-9.49818, -11.52634, -0.75636)
H (-11.92101, -10.65730, 2.37454)
H (-6.66606, -13.04985, 3.14119)
H (-7.42939, -6.39538, 1.83795)
H (-15.35461, -7.74766, 5.18105)
H (-13.24314, -11.80800, 8.84287)
H (-9.38216, -11.18969, 1.41659)
H (-15.35194, -10.94469, 5.27040)
H (-12.86639, -8.35348, 7.54167)
H (-7.43630, -14.64303, -0.77492)
H (-6.62766, -11.10987, 4.29572)
H (-16.28702, -11.89796, 4.59353)
H (-10.02370, -8.64011, 3.12688)
H (-9.77668, -12.75868, 0.10976)
H (-11.06303, -11.22402, 4.28058)
H (-8.11696, -11.46853, 2.30537)
H (-9.72884, -9.79206, 5.53794)
H (-10.84126, -8.28094, 1.91482)
H (-11.79157, -10.49772, 0.85696)
H (-7.43205, -13.73513, 0.54162)
H (-15.36575, -9.77234, 2.30001)
H (-10.40235, -13.03766, 3.51570)
H (-13.98291, -13.35091, 5.86382)
H (-12.54029, -7.96264, 3.91171)
H (-11.23512, -9.67245, 5.73209)
H (-14.11357, -9.68150, 1.28281)
H (-9.71732, -14.24136, 4.30477)
H (-6.78083, -12.57178, 8.82466)
H (-7.14748, -8.33750, 3.84569)
H (-13.23654, -15.84071, 4.52804)
H (-12.43394, -12.11926, 4.28249)
H (-16.53533, -8.24464, 6.14131)
H (-7.66415, -9.50543, 3.05708)
H (-12.62006, -13.10954, 6.79003)

Forces on atoms 1 to 2 (eV/Å):
O -0.028 -0.536 -0.232
O 0.673 0.331 -0.147



Formula: C9H14N2O7
Source: the OMol25 dataset
Level of theory: ωB97M-V/def2-TZVPD

The value obtained for the frontier orbital gap is 0.356 Ha. As for the structure (SMILES): N[C@@H](CCC(=O)O)C(=O)N[C@@H](CC(=O)O)C(=O)O. Its spin multiplicity is 1. For the energy relative to the best compared isomer or geometry (same formula, charge and spin), the calculation gives 1.001 eV.

CARTESIAN COORDINATES (ANGSTROEM)
O (2.39903, 2.87652, 0.75733)
O (-2.82034, -0.70237, 0.25484)
O (-2.08813, 1.94143, -0.46660)
O (-2.39489, -2.93907, 0.00624)
O (2.71713, -0.47215, -1.59550)
O (-0.20062, 2.91216, -1.13991)
O (0.78209, 3.98013, 1.92913)
N (1.17302, 0.76098, -0.51135)
N (0.68494, -1.67648, 0.95046)
C (-0.76695, 2.06887, -0.45914)
C (0.55414, 1.62602, 1.67833)
C (1.12829, -1.76759, -0.42447)
C (0.01669, 1.07578, 0.33752)
C (0.06134, -2.17332, -1.39975)
C (-2.22262, -1.60986, -0.27401)
C (1.38917, 2.85680, 1.40690)
C (1.74910, -0.43264, -0.85710)
C (-1.24403, -1.40597, -1.42753)
H (-2.35685, 1.13592, 0.00625)
H (1.99039, -2.44857, -0.63582)
H (-0.22668, -3.19679, -1.15509)
H (0.01969, -2.44787, 1.11295)
H (-1.65506, -1.87102, -2.30193)
H (-0.17956, 1.76332, 2.49198)
H (0.47049, -2.18474, -2.38633)
H (-0.57652, 0.19729, 0.53936)
H (1.75662, 1.55537, -0.83397)
H (1.42128, -1.69584, 1.63831)
H (-3.04831, -2.91171, 0.76684)
H (1.28036, 4.70806, 1.57586)
H (-1.02628, -0.37014, -1.66173)
H (1.21309, 0.84749, 2.07793)

Forces on atoms 1 to 2 (eV/Å):
O -0.177 0.369 0.507
O -0.074 -0.705 0.476



Formula: C3H5NO
Source: the OMol25 dataset
Level of theory: ωB97M-V/def2-TZVPD

The value obtained for the frontier orbital gap is 0.398 Ha. As for the structure (SMILES): N=C=O.C=C. Its spin multiplicity is 1. For the energy relative to the best compared isomer or geometry (same formula, charge and spin), the calculation gives 1.289 eV.

CARTESIAN COORDINATES (ANGSTROEM)
O (1.29139, 1.18364, 0.42068)
N (1.68206, 0.85661, -1.84159)
C (-0.98931, -0.63480, 0.11002)
C (-0.95673, -0.50701, 1.45572)
C (1.46438, 0.92767, -0.68938)
H (-0.20020, -0.77085, -0.55809)
H (-1.93841, -0.52675, -0.39387)
H (-0.01551, -0.43569, 2.04598)
H (1.54528, 0.04844, -2.46560)
H (-1.88296, -0.14127, 1.91612)

Forces on atoms 1 to 2 (eV/Å):
O 0.107 0.189 1.264
N 0.449 -1.456 -4.187



Formula: C27H55O20S
Source: the OMol25 dataset
Level of theory: ωB97M-V/def2-TZVPD

The value obtained for the frontier orbital gap is 0.132 Ha. Its spin multiplicity is 1. For the energy relative to the best compared isomer or geometry (same formula, charge and spin), the calculation gives 0.000 eV. The net charge is -1.

CARTESIAN COORDINATES (ANGSTROEM)
S (5.89972, -6.38649, -1.19274)
O (-5.30623, 3.26607, -2.12983)
O (-1.55165, 6.98429, 2.23543)
O (1.08642, -4.12037, 2.14535)
O (-2.89337, 8.50356, 2.98224)
O (1.05693, -1.87377, 2.38356)
O (-0.83167, 3.47452, -0.87451)
O (-7.00999, 2.49985, -0.85975)
O (1.57327, -3.09578, 4.09623)
O (-9.75016, 2.83687, 2.51751)
O (-0.51658, 3.13369, 1.23634)
O (-0.52178, -7.33803, -3.16302)
O (-10.37426, 4.38264, 4.03956)
O (-1.78092, 8.89883, 1.05819)
O (4.81405, -4.04370, -1.69287)
O (1.99371, -1.83610, -2.10222)
O (-0.70394, 1.34568, -0.12776)
O (-5.37245, 3.51509, 0.11428)
O (1.59309, -7.18015, -3.93163)
O (1.00182, -6.57696, -1.83230)
O (-9.12826, 5.00474, 2.38685)
C (3.90489, -3.06526, -1.28128)
C (-2.04807, 8.19189, 1.99608)
C (4.04020, -1.49361, -3.27562)
C (-11.07917, 3.35024, 4.73706)
C (-0.61782, 6.51313, 1.24993)
C (-0.31155, 2.23087, 2.33665)
C (-9.74921, 3.96579, 2.93510)
C (8.74501, -2.52022, -1.25166)
C (-3.49999, 9.79290, 2.84990)
C (3.20536, -2.50058, -2.51176)
C (2.37864, -6.22837, -1.53207)
C (0.81353, -1.76893, 0.96837)
C (8.65794, -1.35752, -0.26000)
C (-8.36658, 4.68640, 1.21057)
C (9.82411, -3.51512, -0.81363)
C (5.46042, -4.68588, -0.53499)
C (-0.68204, 2.53145, 0.05719)
C (-0.88272, -7.84977, -4.44296)
C (1.21878, -3.12425, 2.80477)
C (-7.62926, 1.99565, -2.05061)
C (1.84745, -4.39052, 4.64193)
C (6.80633, -3.96999, -0.27628)
C (7.38749, -3.19803, -1.46821)
C (-1.04556, 2.95755, -2.20037)
C (-5.84205, 3.10726, -1.06328)
C (-4.10935, 4.19189, 0.03921)
C (0.78860, -7.03711, -3.04493)
H (-1.95868, 2.36576, -2.23337)
H (9.64898, -0.96239, -0.01099)
H (4.41259, -2.25032, -0.73509)
H (-1.16150, 1.55920, 2.43843)
H (2.66180, -4.86687, 4.09880)
H (-1.13497, 3.83351, -2.83446)
H (2.36810, -5.84988, -0.51590)
H (-2.74104, 10.57325, 2.84367)
H (5.39904, -6.24560, -2.43161)
H (-7.95021, 5.63327, 0.88101)
H (4.38902, -0.70724, -2.59920)
H (-0.32514, 5.52211, 1.57793)
H (-7.57472, 3.97795, 1.44022)
H (-0.33825, -8.76780, -4.66121)
H (-4.07460, 9.85175, 1.92717)
H (0.23977, 7.18031, 1.19080)
H (3.44758, -1.03026, -4.06744)
H (-0.66551, -7.12452, -5.22645)
H (8.18088, -1.67553, 0.67007)
H (9.05110, -2.10248, -2.22061)
H (9.78695, -4.42993, -1.41079)
H (1.66542, -2.14740, 0.40975)
H (3.16721, -3.49028, -0.58643)
H (-4.19618, 5.09685, -0.55962)
H (-3.84703, 4.43368, 1.06463)
H (1.30410, -2.50598, -2.04183)
H (-7.84257, 2.80956, -2.74125)
H (6.70359, -3.29690, 0.58795)
H (6.65986, -2.44499, -1.79226)
H (2.97891, -3.34903, -3.17147)
H (8.06898, -0.53215, -0.67187)
H (4.91143, -1.98684, -3.71062)
H (-3.35659, 3.54271, -0.40007)
H (-11.52454, 3.83981, 5.59728)
H (0.96550, -5.02635, 4.58178)
H (-0.08226, -2.32489, 0.69637)
H (-0.21394, 2.86602, 3.21123)
H (-1.09600, 6.45513, 0.27386)
H (7.53388, -4.72975, 0.03437)
H (7.47366, -3.90533, -2.30322)
H (-11.84671, 2.91424, 4.10006)
H (-6.97806, 1.27412, -2.53963)
H (2.12529, -4.21191, 5.67643)
H (10.82147, -3.07330, -0.91031)
H (-8.54561, 1.52221, -1.71327)
H (3.02253, -7.09987, -1.60683)
H (-0.20448, 2.33771, -2.50315)
H (2.73270, -5.46515, -2.21991)
H (0.59080, 1.64270, 2.18233)
H (-9.01405, 4.26140, 0.44620)
H (0.67820, -0.71067, 0.76789)
H (-4.14869, 9.89308, 3.71426)
H (-1.95057, -8.04271, -4.38587)
H (-10.39353, 2.56546, 5.05133)
H (9.68287, -3.79987, 0.23295)

Forces on atoms 1 to 2 (eV/Å):
S -0.226 0.154 -0.002
O -0.009 -0.013 0.021



Formula: C6H6Cl2NP
Source: the OMol25 dataset
Level of theory: ωB97M-V/def2-TZVPD

The value obtained for the frontier orbital gap is 0.334 Ha. As for the structure (SMILES): Nc1ccccc1P(Cl)Cl. Its spin multiplicity is 1. For the energy relative to the best compared isomer or geometry (same formula, charge and spin), the calculation gives 0.000 eV.

CARTESIAN COORDINATES (ANGSTROEM)
Cl (-3.88204, 0.20988, 1.65631)
Cl (-4.22306, -0.61070, -1.45429)
P (-3.45631, 0.79767, -0.19367)
N (-0.20899, 2.27490, -0.57538)
C (-0.39356, 0.94344, -0.20024)
C (0.80160, -1.14714, 0.20447)
C (-1.61896, 0.23307, -0.14376)
C (0.78539, 0.21121, 0.04317)
C (-1.59887, -1.18268, -0.00240)
C (-0.39287, -1.86699, 0.25268)
H (-0.27593, -2.86275, 0.36500)
H (1.75341, -1.75135, 0.46516)
H (-2.47916, -1.67430, 0.02100)
H (0.69619, 2.61146, -0.48895)
H (-0.79528, 3.00748, -0.21391)
H (1.66307, 0.70116, 0.01106)

Forces on atoms 1 to 2 (eV/Å):
Cl -0.620 -0.635 1.169
Cl -0.276 -0.312 -0.026